Formula: C29H28Cl3FN4O12P2SiY
Source: the OMol25 dataset
Level of theory: the ωB97M-V functional and the def2-TZVPD basis

Atoms and positions in Å:
Y1 0.77765 -0.97982 0.55079
O1 0.32095 -5.31452 -2.22661
C1 -0.86605 -5.57562 -1.60901
C2 -1.39875 -6.85942 -1.62641
C3 -2.56315 -7.14692 -0.93601
C4 -3.20105 -6.15422 -0.21341
C5 -2.68345 -4.87172 -0.20301
C6 -1.52975 -4.56172 -0.90961
C7 -0.96865 -3.18542 -0.81731
O2 -0.96445 -2.59132 0.29429
N1 -0.57295 -2.64682 -1.96061
N2 0.13845 -1.52612 -1.80121
C8 0.32655 -0.78072 -2.83351
C9 1.25135 0.31588 -2.74291
C10 1.38035 1.22648 -3.80101
C11 2.31955 2.23228 -3.71081
C12 3.10635 2.30238 -2.56891
C13 2.91125 1.35858 -1.56661
N3 2.00835 0.39498 -1.63371
H1 0.67225 -6.14532 -2.57431
H2 -0.87795 -7.64502 -2.16371
H3 -2.95705 -8.15332 -0.95591
H4 -4.10035 -6.37752 0.33909
H5 -3.15445 -4.08252 0.36399
H6 -0.16755 -0.98392 -3.78771
H7 0.73555 1.13818 -4.66581
H8 2.44675 2.93758 -4.52151
H9 3.86085 3.06408 -2.45741
H10 3.50495 1.39368 -0.66371
C14 -0.16635 7.14228 0.78969
C15 -1.13465 6.16818 1.46719
C16 -2.58665 6.63358 1.38619
C17 -3.08935 6.56758 -0.05061
C18 -2.91665 5.17138 -0.57501
C19 -3.75405 4.67538 -1.54971
C20 -3.57385 3.38308 -2.02911
F1 -4.41425 2.93418 -2.99111
C21 -2.57615 2.57408 -1.55401
C22 -1.70985 3.05878 -0.57081
C23 -0.63755 2.17778 -0.08851
O3 -0.60215 0.98008 -0.42891
C24 0.31395 2.83618 0.75999
C25 0.07035 4.09078 1.21359
N4 -1.00005 4.84278 0.87339
C26 -1.87085 4.36908 -0.07401
C27 1.65095 2.19868 1.17959
O4 2.55095 2.98578 1.45249
O5 1.70245 0.94048 1.17699
H11 -0.28075 8.13708 1.21259
H12 -0.34445 7.18708 -0.28161
H13 0.85875 6.81948 0.94739
H14 -0.85435 6.08038 2.52479
H15 -2.66515 7.65118 1.77129
H16 -3.20055 5.97818 2.00589
H17 -2.52405 7.26788 -0.67371
H18 -4.14095 6.85698 -0.10241
H19 -4.55435 5.28118 -1.94671
H20 -2.43045 1.56938 -1.91661
H21 0.78105 4.52938 1.90029
C28 3.40715 -5.32922 2.62009
C29 3.22705 -4.05862 1.82649
O6 4.44575 -3.55092 1.35279
P1 2.11335 -4.24702 0.37189
O7 2.77765 -5.30112 -0.61901
O8 0.79365 -5.00872 0.82519
O9 1.90095 -2.95162 -0.31861
P2 2.26785 -2.68072 2.62499
O10 2.73455 -2.78582 4.16069
O11 0.79685 -2.96542 2.49359
O12 2.75155 -1.44632 1.92179
H22 3.95915 -6.05292 2.02019
H23 2.42365 -5.72612 2.85919
H24 3.94935 -5.12632 3.54319
H25 4.32025 -2.58412 1.30309
H26 2.45535 -5.06622 -1.49251
H27 0.32255 -4.43232 1.45699
H28 2.12105 -2.25792 4.68329
Cl1 -1.50965 1.66248 3.12259
Si1 -0.72295 -0.32982 2.73659
Cl2 0.90455 -0.28242 4.13289
Cl3 -2.09595 -1.34922 3.94839

- LUMO energy (eV) = 2.12
- gap between HOMO and LUMO (eV) = 7.5
- spin multiplicity = 1
- E_HOMO (eV) = -5.34
- DFT total energy (eV) = -128860.48953
- charge = -1

***

Formula: C29H28ClCoN3O4P
Source: the OMol25 dataset
Level of theory: the ωB97M-V functional and the def2-TZVPD basis

Atoms and positions in Å:
Co1 1.40629 -0.06155 0.40125
Cl1 1.96819 -0.37719 2.71916
C1 0.84078 -1.55307 3.34020
C2 1.05961 -2.06742 4.60583
C3 0.19739 -3.03648 5.09186
C4 -0.86356 -3.48286 4.31549
C5 -1.07195 -2.95456 3.05269
C6 -0.22337 -1.97135 2.54843
P1 -0.45683 -1.27105 0.87519
C7 -1.01841 -2.72035 -0.06330
C8 -0.03550 -3.65016 -0.41012
C9 -0.37558 -4.79393 -1.10996
C10 -1.69815 -5.01096 -1.47444
C11 -2.67533 -4.08652 -1.13654
C12 -2.34134 -2.93812 -0.43351
C13 -1.94132 -0.22461 1.01258
C14 -2.34369 0.43019 -0.15751
C15 -3.45192 1.26058 -0.14935
C16 -4.16798 1.44722 1.02768
C17 -3.76442 0.81052 2.19143
C18 -2.64935 -0.01826 2.19121
H1 1.89632 -1.72282 5.19889
H2 0.35707 -3.45005 6.07812
H3 -1.52720 -4.24950 4.69151
H4 -1.89732 -3.30945 2.44845
H5 0.99649 -3.47024 -0.12476
H6 0.38854 -5.51175 -1.37620
H7 -1.96603 -5.90081 -2.02803
H8 -3.70494 -4.25759 -1.42125
H9 -3.11020 -2.22236 -0.17134
H10 -1.79593 0.25354 -1.07956
H11 -3.76393 1.75473 -1.06081
H12 -5.04498 2.08061 1.03398
H13 -4.32750 0.95008 3.10492
H14 -2.34360 -0.50552 3.10789
O1 2.81787 -0.32568 -6.52319
C19 2.33704 0.55598 -5.81701
O2 1.87663 1.69528 -5.94799
C20 2.30012 0.15643 -4.26115
C21 1.36524 -0.78790 -3.84563
C22 1.17013 -0.98489 -2.49293
N1 1.86124 -0.29310 -1.57730
C23 2.80618 0.57013 -1.98012
C24 3.06776 0.82160 -3.31036
C25 3.42354 1.38600 -0.85012
O3 4.00131 2.43565 -1.09584
O4 3.12673 0.94916 0.32112
H15 0.78718 -1.35164 -4.56551
H16 0.43418 -1.69457 -2.13061
H17 3.81465 1.55786 -3.57206
N2 1.35091 4.78318 -0.05264
C26 0.86003 4.26558 1.26477
C27 1.07909 2.75594 1.27444
N3 0.42694 2.06284 0.14791
C28 0.71800 2.70592 -1.14408
C29 0.50406 4.21355 -1.14941
H18 2.31635 4.45606 -0.19874
H19 1.36311 5.80178 -0.07678
H20 -0.19567 4.52186 1.35166
H21 1.40432 4.73937 2.07971
H22 0.70869 2.33807 2.21017
H23 2.15189 2.55314 1.20782
H24 -0.58005 2.04054 0.28612
H25 0.11297 2.24708 -1.92528
H26 1.75679 2.53535 -1.40660
H27 -0.53242 4.48893 -0.95541
H28 0.81480 4.63156 -2.10504

- LUMO energy (alpha / beta) (eV) = -3.88 / -3.11
- gap between HOMO and LUMO (alpha / beta) (eV) = 5.4 / 6.2
- spin multiplicity = 2
- E_HOMO (alpha / beta) (eV) = -9.31 / -9.31
- DFT total energy (eV) = -102620.15690
- charge = +1

***

Formula: C29H28FKN4O5
Source: the OMol25 dataset
Level of theory: the ωB97M-V functional and the def2-TZVPD basis

Atoms and positions in Å:
K1 -1.20038 0.52166 -1.15389
O1 2.00804 2.02977 -6.05189
C1 1.61931 1.26878 -4.97708
C2 2.33984 1.27752 -3.78919
C3 1.87487 0.51574 -2.72784
N1 0.79395 -0.25720 -2.83330
C4 0.11292 -0.26315 -3.98243
C5 0.48244 0.48724 -5.09086
C6 -1.16768 -1.12770 -4.06200
O2 -1.29768 -1.78647 -5.11346
O3 -1.93509 -1.07411 -3.06965
C7 2.53640 0.55781 -1.33649
O4 3.77563 0.43886 -1.30516
O5 1.73072 0.73361 -0.38151
H1 2.78912 2.52514 -5.78563
H2 3.24933 1.85656 -3.66874
H3 -0.10176 0.44248 -5.99889
C8 -3.17893 -3.26186 0.27162
C9 -1.70518 -3.07044 0.54980
C10 -1.27695 -2.59015 1.79180
C11 -2.27949 -2.44352 2.91389
C12 0.07269 -2.27334 1.98295
C13 0.55052 -1.63202 3.26798
C14 0.99568 -2.49405 0.95350
C15 2.45543 -2.16377 1.15913
C16 0.56672 -3.00354 -0.27688
C17 1.55732 -3.15123 -1.40845
C18 -0.77901 -3.32937 -0.46580
C19 -1.24411 -3.97019 -1.75177
H4 -3.51632 -4.28676 0.47222
H5 -3.39984 -3.03892 -0.77214
H6 -3.78230 -2.58815 0.87882
H7 -2.77441 -1.46842 2.87573
H8 -1.80983 -2.55234 3.89093
H9 -3.04906 -3.21365 2.84754
H10 1.11294 -2.33059 3.89831
H11 -0.27150 -1.23815 3.86201
H12 1.22277 -0.79842 3.05206
H13 2.67080 -1.14776 0.80705
H14 3.09598 -2.84619 0.60105
H15 2.74243 -2.23810 2.20836
H16 2.08722 -4.11157 -1.36502
H17 2.30040 -2.35520 -1.37687
H18 1.06544 -3.07464 -2.37486
H19 -1.60746 -3.21995 -2.46253
H20 -2.05837 -4.67212 -1.55911
H21 -0.44185 -4.53309 -2.22654
N2 3.77369 6.90656 2.57289
C20 2.89615 6.17451 2.43846
C21 1.80921 5.26017 2.28682
C22 0.57831 5.56095 2.87299
C23 -0.47449 4.68048 2.74691
C24 -0.31072 3.49690 2.03210
C25 0.90574 3.20041 1.41699
C26 1.96277 4.07963 1.55678
N3 -1.37489 2.59853 1.91205
C27 -2.72265 2.88480 1.84600
C28 -3.33579 1.69736 1.58737
N4 -2.40605 0.69185 1.56190
C29 -1.24826 1.24901 1.75330
H22 0.45883 6.47894 3.43327
H23 -1.42796 4.88487 3.21543
H24 1.01525 2.31630 0.78939
H25 2.90496 3.85706 1.07366
H26 -3.07876 3.89671 1.77483
H27 -4.35931 1.53730 1.29136
H28 -0.29117 0.74659 1.79334
F1 -2.20659 2.75203 -0.87261

- LUMO energy (eV) = 4.23
- gap between HOMO and LUMO (eV) = 7.3
- spin multiplicity = 1
- E_HOMO (eV) = -3.08
- DFT total energy (eV) = -65773.07001
- charge = -2